DFT (ωB97M-V with the def2-TZVPD basis set) results for a cluster of 11 separate species, C36H59N14O14 in total.

Its charge is +1. As for the spin multiplicity: 1. The HOMO energy is -9.6 eV. The total energy comes out at -3226.975391 Eh.

Cartesian coordinates (Å):
C -1.27515 0.98822 1.33060
C 0.06973 1.48516 1.10928
N 0.93700 0.52712 0.36295
C 1.65947 -0.54976 0.88880
C 2.21321 -1.16400 -0.24303
N 1.77295 -0.58590 -1.44086
C 1.03454 0.44339 -1.08311
C 2.20871 -1.03601 -2.71813
H -1.72597 1.66543 2.05602
H -1.32009 0.04594 1.87666
H -1.98994 1.01480 0.50812
H 0.50186 1.56990 2.10636
H 0.13862 2.50345 0.72660
H 1.84782 -0.73212 1.93650
H 2.79854 -2.06978 -0.30076
H 0.70196 1.24522 -1.72565
H 1.62592 -1.84159 -3.16478
H 3.20003 -1.48803 -2.75089
H 2.09717 -0.19566 -3.40330
C -0.61341 -3.69858 2.16001
C 0.41522 -4.59519 2.39009
C 1.04296 -5.31619 1.35501
C 0.52247 -5.24082 0.00614
C -0.48100 -4.36188 -0.21179
C -1.05470 -3.54059 0.78446
O -2.06791 -2.71234 0.69077
O 1.97908 -6.24022 1.59605
H -0.91993 -3.07924 2.98999
H 0.88507 -4.57494 3.36231
H 0.88270 -5.98984 -0.68350
H -0.88778 -4.31600 -1.21120
H -2.57573 -2.48267 1.47241
H 2.13536 -6.16643 2.54037
C 3.72828 4.70033 -3.53311
C 3.33160 6.05411 -3.47274
C 2.40763 6.51439 -2.55840
C 1.75631 5.53517 -1.78390
C 2.06427 4.21845 -1.93397
C 2.95235 3.79474 -2.87827
O 3.22241 2.45344 -2.98755
O 2.14175 7.88051 -2.39869
H 4.51362 4.39343 -4.20799
H 3.88848 6.83234 -3.97339
H 1.03904 5.81687 -1.02722
H 1.65466 3.40284 -1.35656
H 3.58896 2.27951 -3.85760
H 1.34538 7.92244 -1.86424
C -4.72814 2.69420 0.54967
C -5.86378 2.08542 1.14119
C -6.21676 2.39954 2.45890
C -5.40795 3.21434 3.25057
C -4.20368 3.70278 2.65580
C -3.78807 3.35476 1.36324
O -2.52086 3.71851 0.91725
O -7.35467 1.88729 2.96817
H -4.53769 2.52200 -0.49937
H -6.49500 1.41866 0.57252
H -5.72838 3.35174 4.27275
H -3.59688 4.38224 3.23590
H -2.35130 3.49953 -0.00193
H -7.68537 1.13711 2.46870
C 4.90492 -4.79653 -4.19897
C 4.73051 -4.75000 -2.86091
C 3.48686 -4.55750 -2.27147
C 2.37115 -4.61761 -3.09586
C 2.58109 -4.67994 -4.54144
C 3.84149 -4.83000 -5.08392
O 4.08721 -5.01542 -6.46079
O 3.41353 -4.23998 -0.91124
H 5.94253 -4.79279 -4.49856
H 5.58597 -4.43103 -2.28399
H 1.35366 -4.54942 -2.74024
H 1.67218 -4.78077 -5.11599
H 4.99032 -5.31698 -6.58352
H 4.30324 -4.18858 -0.55434
C -0.95082 -1.05131 -5.60191
O -0.37277 -0.93920 -4.55147
N -0.64289 -1.93140 -6.52691
N -2.10513 -0.40817 -5.95465
H 0.25144 -2.38495 -6.64767
H -1.00618 -1.95144 -7.46910
H -2.38249 -0.90451 -6.78940
H -2.64799 -0.01032 -5.20158
C -1.36109 6.52542 2.60107
O -2.44769 6.93700 2.30403
N -0.36838 7.34161 2.94492
N -0.90721 5.35050 2.38966
H -0.76341 8.26325 3.06587
H 0.59652 7.07371 3.07643
H 0.09909 5.30307 2.46192
H -1.45116 4.54135 2.12605
C -3.26188 -0.48709 -1.95345
O -3.93393 0.07962 -2.79785
N -1.94617 -0.60174 -1.92595
N -3.73877 -1.01801 -0.89395
H -1.40063 -1.01540 -1.18341
H -1.39015 -0.20255 -2.66864
H -4.70533 -0.84708 -0.65595
H -3.13075 -1.53254 -0.27292
C 3.26088 -2.88361 3.47150
O 2.34287 -2.19837 3.95520
N 4.47035 -3.06460 3.92556
N 3.25821 -3.39937 2.21368
H 5.20468 -3.59183 3.47513
H 4.71289 -2.30731 4.54829
H 4.11666 -3.79880 1.86208
H 2.42021 -3.34287 1.65274
C -4.19147 -1.20855 3.40606
O -3.43316 -1.89412 2.81047
N -5.40782 -1.44232 3.79729
N -3.94999 0.05587 3.46643
H -5.64855 -2.40172 3.59306
H -6.11068 -0.80149 4.13705
H -4.63985 0.66826 3.87774
H -3.11747 0.55555 3.18836
C 1.80665 1.28306 4.65166
O 2.98174 1.33122 4.52715
N 0.96979 2.31212 4.43220
N 1.25132 0.17030 4.91565
H 1.22444 3.09772 3.85074
H 0.00984 2.02575 4.56098
H 1.98855 -0.50734 5.04755
H 0.26776 0.08215 5.12759



DFT (ωB97M-V with the def2-TZVPD basis set) results for a structure of composition C36H60BFN7O4P2SSeY.

As for the spin multiplicity: 1. For the relative energy (zero: lowest compared OMol25 entry of this formula, charge and spin), the calculation gives 0.00 kJ/mol. The HOMO energy is -7.5 eV. The total energy comes out at -5737.672978 Eh.

Cartesian coordinates (Å):
Y 0.21935 0.72772 0.44951
C -0.27017 -0.68589 -3.48764
C -1.14024 0.57874 -3.46015
C -1.28799 1.09043 -4.89805
C -2.52947 0.20910 -2.94133
P -0.28529 1.77944 -2.30533
C 1.40273 1.91835 -3.03478
N 2.30930 1.04345 -2.35484
B 2.14329 0.49131 -1.01704
N 3.46592 -0.08116 -0.78483
C 3.99880 -0.64429 0.42558
P 2.67132 -0.83235 1.69218
C 2.45490 -2.70238 1.68910
C 3.71493 -3.55001 1.92095
C 1.41570 -3.15372 2.71416
C 1.95243 -3.01368 0.26752
C 3.50140 -0.23110 3.25927
C 3.83527 1.25104 3.04443
C 4.79873 -0.95694 3.63600
C 2.51599 -0.32865 4.42419
C 4.30145 0.12927 -1.86221
C 5.62411 -0.22171 -2.06717
C 6.21765 0.14473 -3.27124
C 5.50893 0.84975 -4.23365
C 4.18115 1.21073 -4.02742
C 3.58365 0.83590 -2.83757
C -0.91536 3.53647 -2.57041
C -0.30493 4.36246 -1.43418
C -2.43913 3.62982 -2.50636
C -0.49016 4.17037 -3.90588
H -0.78715 -1.44032 -4.08436
H -0.10933 -1.10164 -2.49319
H 0.70358 -0.50285 -3.94183
H -1.62950 0.26846 -5.53070
H -0.35119 1.45434 -5.32013
H -2.02776 1.88540 -4.97411
H -2.96185 -0.52335 -3.62661
H -3.20175 1.06248 -2.91238
H -2.47929 -0.24078 -1.95664
H 1.72708 2.96399 -2.93726
H 1.37118 1.70942 -4.11404
H 4.79164 -0.00510 0.83665
H 4.47681 -1.61372 0.22641
H 4.01378 -3.55647 2.96572
H 4.57183 -3.23987 1.32673
H 3.49449 -4.58343 1.64685
H 1.83552 -3.16746 3.71815
H 1.11770 -4.17891 2.48285
H 0.52944 -2.52423 2.72492
H 2.71842 -2.82952 -0.48556
H 1.08372 -2.42059 -0.03043
H 1.67432 -4.06865 0.21261
H 4.69060 1.38376 2.38247
H 4.10385 1.68194 4.00873
H 3.00038 1.81969 2.64088
H 5.48420 -1.06033 2.79461
H 4.61573 -1.94812 4.04693
H 5.31651 -0.37808 4.40342
H 1.58714 0.20281 4.21018
H 2.96358 0.13365 5.30571
H 2.27272 -1.35666 4.68111
H 6.18362 -0.75597 -1.31234
H 7.24849 -0.12092 -3.45434
H 5.99612 1.12966 -5.15653
H 3.63816 1.77640 -4.77182
H -0.56632 3.99154 -0.44239
H -0.67527 5.38609 -1.50913
H 0.78394 4.40333 -1.49539
H -2.85567 3.17672 -1.61264
H -2.90072 3.17396 -3.38015
H -2.71837 4.68525 -2.50789
H 0.57886 4.10731 -4.09675
H -0.74383 5.23205 -3.88288
H -1.01031 3.73147 -4.75493
C -3.27876 -0.04603 3.95466
N -2.87683 1.11550 3.18512
C -1.76066 1.85747 3.75682
C -3.24183 1.27918 1.90036
S -2.32766 2.18203 0.79035
N -4.46515 0.79457 1.55064
C -5.53697 0.83245 2.54038
C -4.88962 0.88425 0.15767
H -2.38541 -0.46006 4.42164
H -3.70565 -0.80148 3.29598
H -4.01153 0.21313 4.72171
H -1.94243 1.96216 4.82586
H -1.68114 2.83635 3.29590
H -0.82659 1.30844 3.61185
H -5.32326 1.59660 3.28701
H -5.67506 -0.12889 3.04365
H -6.46324 1.08955 2.03061
H -4.10270 0.50729 -0.49157
H -5.10516 1.91727 -0.12664
H -5.77847 0.26803 0.03970
Se 0.97169 5.14230 3.02989
C 0.95739 3.57672 2.16932
N 0.94300 2.53931 1.62644
F -6.20952 -2.06932 -0.23284
C -5.15322 -2.89042 -0.21782
C -3.98820 -2.52944 0.32866
N -2.91589 -3.38410 0.37128
C -1.72452 -3.02103 1.11613
C -1.28571 -1.59063 0.84388
O -1.28242 -1.14613 -0.31964
O -0.85872 -0.91420 1.81556
C -2.98599 -4.66245 -0.14743
O -2.07920 -5.46025 -0.07900
N -4.18786 -4.97592 -0.76100
C -5.33326 -4.20138 -0.84892
O -6.34377 -4.58768 -1.38428
H -3.85158 -1.54969 0.76289
H -0.92582 -3.67011 0.74820
H -1.84002 -3.20763 2.18609
H -4.23763 -5.90567 -1.15248



DFT (ωB97M-V with the def2-TZVPD basis set) results for a cluster of 10 separate species, C36H60Br20ClN3O3P in total.

Its charge is +1. As for the spin multiplicity: 1. The HOMO energy is -10.9 eV. The total energy comes out at -54079.370385 Eh.

Cartesian coordinates (Å):
C -0.51798 -2.44976 -1.73948
C -0.03640 -3.56387 -0.76529
O 1.33437 -3.90487 -0.94708
C 2.22667 -2.86870 -0.59155
C 2.97952 -3.29835 0.66540
C 3.70451 -4.42889 0.77979
C 3.92372 -5.41922 -0.32801
N 5.38764 -5.40979 -0.61987
C 5.87361 -4.06498 -0.94550
N 4.19049 -4.48565 2.06944
C 5.00332 -5.58481 2.62027
O 4.57923 -6.80755 2.05654
C 4.53944 -7.81805 3.04186
C 5.69652 -8.48694 3.32980
C 5.65858 -9.45492 4.30671
C 4.47545 -9.72056 4.93939
C 3.33232 -9.03195 4.63966
C 3.35291 -8.05307 3.66961
C 3.80984 -3.40278 2.72978
C 4.11037 -3.07445 4.13098
Br 5.41010 -1.73043 4.49914
C 3.48818 -3.71815 5.11898
C 2.44568 -4.77300 4.90432
Br 3.89932 -3.35390 6.94030
N 3.08309 -2.64985 1.90709
P 2.36218 -1.06038 2.27917
O 3.04658 -0.11247 1.15539
Cl 0.36155 -1.17856 1.81540
H -1.46681 -2.71034 -2.20209
H -0.63063 -1.52723 -1.15952
H 0.27455 -2.29838 -2.47469
H -0.60209 -4.46070 -1.03164
H -0.30053 -3.34822 0.27500
H 2.95403 -2.76432 -1.39953
H 1.71113 -1.92803 -0.38012
H 3.40181 -5.12919 -1.24087
H 3.66800 -6.41640 0.02658
H 5.51438 -5.96518 -1.45819
H 5.14227 -3.44126 -1.48383
H 6.73264 -4.16788 -1.61388
H 6.23192 -3.51288 -0.07048
H 6.05765 -5.39877 2.40022
H 4.80112 -5.63367 3.69168
H 6.60718 -8.22454 2.80357
H 6.57249 -9.97892 4.55833
H 4.45386 -10.48191 5.71159
H 2.39733 -9.21946 5.15505
H 2.46900 -7.47902 3.42112
H 2.00924 -4.71376 3.90261
H 1.62215 -4.60442 5.60486
H 2.82131 -5.77911 5.10400
H 2.66233 -0.25006 0.27216
Br 0.07917 2.21125 0.28482
C -1.78681 2.45269 -0.22887
C -2.33879 1.21525 -0.88294
Br -1.71205 1.03132 -2.71701
H -1.82464 3.33013 -0.86707
H -2.31714 2.66129 0.69992
H -3.42030 1.27771 -0.95411
H -2.06649 0.29957 -0.36585
Br 5.16992 5.64022 1.65018
C 3.40865 4.81650 1.71852
C 3.46973 3.35631 1.36472
Br 3.66930 3.08191 -0.54864
H 2.76609 5.38667 1.05464
H 3.07278 4.94455 2.74583
H 2.53536 2.86265 1.62779
H 4.29566 2.84096 1.83900
Br 5.80594 -0.07036 7.60414
C 6.68071 1.46857 6.79290
C 5.68113 2.53061 6.42565
Br 4.69359 2.05705 4.81846
H 7.24678 1.09895 5.94329
H 7.36874 1.84192 7.54825
H 6.18481 3.46548 6.18782
H 4.94550 2.70474 7.20436
Br -6.14016 2.60586 -1.71730
C -7.30228 1.19632 -1.04779
C -6.70428 0.53469 0.16178
Br -5.25287 -0.66350 -0.32270
H -7.47534 0.51441 -1.87468
H -8.23774 1.68708 -0.78544
H -7.44117 -0.08940 0.66342
H -6.29282 1.24603 0.87150
Br -3.17527 2.11989 3.46254
C -1.28070 2.56392 3.39247
C -1.02396 3.98450 3.81779
Br -1.51461 5.24996 2.42171
H -0.94786 2.36136 2.37920
H -0.79791 1.86845 4.07665
H 0.03961 4.14152 3.98712
H -1.57641 4.27186 4.70694
Br -2.04372 4.91812 -7.51632
C -3.16858 3.47297 -6.85253
C -2.56417 2.81716 -5.64269
Br -1.09557 1.63162 -6.12107
H -3.32343 2.78826 -7.68155
H -4.11298 3.94352 -6.59458
H -3.29483 2.17887 -5.14830
H -2.16795 3.53063 -4.92658
Br -8.90239 4.50507 -3.36498
C -7.86397 5.32189 -4.79108
C -7.75179 4.41644 -5.98747
Br -6.45639 2.99759 -5.66933
H -6.89802 5.58256 -4.36743
H -8.40189 6.23203 -5.04838
H -7.37124 4.96574 -6.84739
H -8.68935 3.93820 -6.25333
Br -4.89095 5.92095 -1.59025
C -4.67991 7.52883 -0.51661
C -4.02693 7.20591 0.80049
Br -5.26948 6.35428 2.02858
H -5.66546 7.97118 -0.41242
H -4.04746 8.19231 -1.10309
H -3.70426 8.11678 1.30105
H -3.18269 6.53358 0.69543
Br -5.54905 5.78554 -11.40097
C -6.66979 4.34243 -10.73469
C -6.05202 3.67315 -9.53620
Br -4.59677 2.48902 -10.04746
H -6.83253 3.65991 -11.56276
H -7.61286 4.81383 -10.46451
H -6.77828 3.03215 -9.03872
H -5.64433 4.38012 -8.81810